DFT (wB97M-V/def2-TZVPD) results for C64H40BrN7O6Pb as an isolated structure in a non-equilibrium geometry.

Computed properties:
* energy relative to the best compared isomer or geometry (same formula, charge and spin): 88.4 kJ/mol
* HOMO level (alpha / beta): -7.24 / -7.24 eV
* energy: -6064.34609 Eh

The geometry in XYZ format:
```
119
Properties=species:S:1:pos:R:3:forces:R:3:lowdin_charge:R:1
Pb -0.44462 0.06362 0.29906 -0.1 0.5 -1.0 1.553
C -6.80104 2.00803 4.34079 0.0 0.0 0.0 -0.085
C -6.55413 2.23378 2.99545 0.0 0.0 -0.1 -0.071
C -5.41703 1.71239 2.39693 0.1 0.0 0.0 -0.033
C -4.50817 0.97203 3.14722 0.0 0.1 0.1 -0.220
C -4.76908 0.73653 4.49551 0.0 0.0 0.0 -0.037
C -5.91418 1.24532 5.08749 0.0 0.0 0.0 -0.076
C -3.24233 0.47795 2.53619 0.1 -0.2 -0.1 -0.047
C -3.34782 -0.55403 1.59067 -0.1 0.2 0.1 -0.225
C -4.56343 -1.22507 1.18434 0.0 0.0 0.0 0.025
C -4.21322 -2.15970 0.26636 0.0 0.0 0.0 0.031
C -2.77887 -2.07816 0.10708 0.0 0.3 0.2 -0.219
C -1.97864 -2.88776 -0.72330 0.3 -0.1 -0.1 -0.046
C -2.71419 -3.79362 -1.65885 0.0 0.0 -0.1 -0.219
C -2.99503 -3.33553 -2.94334 0.0 0.0 0.1 -0.002
C -3.69950 -4.13021 -3.83426 0.0 0.0 0.0 -0.064
C -4.13013 -5.39145 -3.44860 0.0 0.0 -0.1 -0.088
C -3.84714 -5.85668 -2.17318 0.0 0.0 0.0 -0.080
C -3.14112 -5.06169 -1.28108 0.0 0.0 0.1 -0.036
C -0.57829 -2.93428 -0.76102 -0.3 0.0 0.0 -0.229
N 0.30133 -2.14312 -0.07568 0.1 -0.2 0.2 0.013
C 1.54931 -2.61274 -0.31193 -0.3 0.1 0.0 -0.201
C 2.73280 -2.25233 0.37010 0.1 0.2 0.2 -0.045
C 3.97028 -3.02678 0.05856 0.1 0.0 0.0 -0.194
C 4.56143 -3.89339 0.97303 -0.1 0.0 0.0 -0.041
C 5.77560 -4.49840 0.68424 0.1 0.0 0.0 -0.076
C 6.41769 -4.23716 -0.51692 0.0 0.0 0.0 -0.085
C 5.80724 -3.41869 -1.45540 0.0 0.0 -0.1 -0.071
C 4.58796 -2.82316 -1.17451 0.0 0.0 0.1 -0.036
C 2.84869 -1.27218 1.36223 -0.1 -0.3 -0.4 -0.157
C 3.69321 -1.20717 2.48670 0.1 0.2 0.1 0.032
C 3.37833 -0.08236 3.21570 0.2 -0.2 -0.2 0.042
C 2.30295 0.59094 2.59662 0.0 0.5 0.2 -0.150
N 2.02933 -0.11351 1.39392 -0.3 -0.4 0.0 -0.022
C 1.48893 1.53349 3.23572 0.0 -0.3 -0.1 -0.038
C 0.06851 1.64209 3.21296 -0.2 0.1 -0.1 -0.240
C -0.70076 2.58257 4.00900 0.1 0.0 -0.1 -0.001
C -2.00599 2.23789 3.87699 0.0 0.0 0.0 0.005
C -2.05104 1.10517 2.97683 0.0 0.2 0.0 -0.248
N -0.78630 0.79665 2.59065 0.2 -0.4 0.7 -0.014
C 2.20179 2.37635 4.23817 -0.1 0.1 0.1 -0.215
C 3.14236 3.31058 3.81333 0.0 0.0 0.0 -0.019
C 3.72783 4.18016 4.72193 0.0 0.0 0.0 -0.073
C 3.39770 4.10725 6.06661 0.0 0.0 0.0 -0.084
C 2.50436 3.14050 6.50772 0.0 0.0 0.0 -0.072
C 1.90926 2.28092 5.59889 0.0 0.0 -0.1 -0.041
C 1.47082 -3.74132 -1.22137 -0.1 0.0 -0.1 0.029
C 0.16300 -3.93375 -1.49926 0.1 -0.1 -0.1 0.032
N -2.30384 -1.10199 0.91313 0.0 -0.5 0.1 -0.019
H -7.68140 2.43143 4.80651 0.0 0.0 0.0 0.102
H -7.24052 2.82822 2.40680 0.0 0.0 0.0 0.107
H -5.21442 1.90110 1.34938 0.0 0.0 0.0 0.122
H -4.06269 0.15446 5.07487 0.0 0.0 0.0 0.123
H -6.10912 1.05326 6.13478 0.0 0.0 0.0 0.103
H -5.55010 -1.00555 1.55816 0.0 0.0 0.0 0.115
H -4.86092 -2.84587 -0.25449 0.0 0.0 0.0 0.117
H -2.67244 -2.34706 -3.23396 0.0 0.1 0.0 0.107
H -3.91453 -3.75706 -4.82758 0.0 0.0 0.0 0.106
H -4.68546 -6.00958 -4.14229 0.0 0.0 0.0 0.101
H -4.17990 -6.84111 -1.86984 0.0 0.0 0.0 0.102
H -2.92065 -5.42376 -0.28380 0.0 0.0 0.0 0.123
H 4.05962 -4.10760 1.90876 0.0 0.0 0.0 0.119
H 6.23179 -5.16353 1.40647 0.0 0.0 0.0 0.103
H 7.38704 -4.67228 -0.72188 0.0 -0.1 0.0 0.102
H 6.28497 -3.23204 -2.40864 0.0 0.0 0.0 0.107
H 4.10743 -2.19603 -1.91736 0.0 0.1 0.0 0.121
H 4.41150 -1.96088 2.75584 0.0 0.0 0.0 0.113
H 3.77925 0.19562 4.17719 0.0 -0.1 0.0 0.128
H -0.29644 3.39749 4.58391 0.0 0.0 0.1 0.112
H -2.85883 2.71767 4.32814 0.0 0.0 0.0 0.115
H 3.39347 3.36686 2.76066 0.0 0.0 0.0 0.119
H 4.43368 4.92390 4.37536 0.0 0.0 0.0 0.104
H 3.83216 4.80416 6.77152 0.0 0.0 0.0 0.103
H 2.25531 3.06717 7.55845 0.0 0.0 0.0 0.105
H 1.20604 1.52917 5.93473 0.0 0.0 0.0 0.126
H 2.31358 -4.31060 -1.57627 0.0 0.0 0.0 0.116
H -0.27562 -4.69836 -2.11965 0.0 0.0 0.0 0.120
Br 6.11918 0.76294 -2.19849 -0.1 -0.1 0.1 0.823
C 4.33454 1.13831 -2.70693 -0.1 0.1 0.2 -0.584
C 4.14759 1.38279 -4.05973 0.1 0.0 0.1 -0.129
C 2.89371 1.70779 -4.54570 -0.1 0.0 0.0 -0.054
C 1.81673 1.79164 -3.67827 -0.1 0.1 -0.2 -0.052
C 1.98803 1.52102 -2.33624 0.1 -0.1 0.1 -0.019
C 3.24309 1.18344 -1.81797 0.1 -0.1 -0.3 -0.132
C 3.36794 0.81162 -0.38320 0.5 0.2 0.1 -0.402
O 4.36573 0.67101 0.25219 -0.1 0.1 -0.1 0.123
O 2.10355 0.63430 0.16796 0.0 -0.2 0.3 -0.113
H 5.00154 1.31892 -4.71889 0.0 0.0 0.0 0.097
H 2.76098 1.89500 -5.60357 0.0 0.0 0.0 0.115
H 0.83575 2.05377 -4.05153 0.0 0.0 0.0 0.117
H 1.13339 1.55387 -1.67668 0.0 0.0 -0.1 0.069
N -4.23425 5.46118 1.63483 0.1 0.0 0.0 0.172
C -3.16803 5.17108 1.31817 -0.3 0.1 0.1 -0.178
C -1.84612 4.79730 0.92470 0.3 -0.1 -0.1 -0.200
C -0.79806 5.71431 0.92282 -0.1 -0.1 0.0 -0.004
C 0.45652 5.28416 0.52883 0.0 0.0 0.0 -0.036
C 0.61971 3.95547 0.16527 -0.1 0.1 0.1 -0.116
N -0.37842 3.07708 0.16929 0.1 0.1 -0.2 0.044
C -1.58415 3.48701 0.52680 0.0 0.0 0.1 -0.087
H -0.96917 6.73874 1.22444 0.0 0.0 0.0 0.124
H 1.28939 5.97297 0.50556 0.0 0.0 0.0 0.109
H 1.58780 3.57770 -0.14800 0.0 0.0 0.0 0.106
H -2.38094 2.74910 0.50436 0.0 0.0 0.0 0.122
O -2.70865 0.54795 -2.58175 0.0 0.0 0.0 0.015
C -1.60919 0.09174 -2.89552 0.1 0.0 -0.1 -0.651
O -0.62789 -0.16239 -2.12536 -0.2 -0.2 -0.2 -0.215
C -1.30624 -0.20166 -4.36719 0.0 0.1 0.1 -0.130
C -2.14652 0.24190 -5.37876 -0.1 0.0 0.0 -0.005
C -1.79882 0.06333 -6.71311 0.0 0.0 0.0 -0.057
C -0.60239 -0.54713 -7.04473 0.2 -0.1 -0.1 -0.005
C 0.22349 -1.00139 -6.02375 -0.6 0.3 0.2 -0.143
C -0.12274 -0.85101 -4.69248 0.2 0.0 -0.1 0.045
N 1.51512 -1.59500 -6.35611 0.4 -0.3 -0.1 -0.353
O 2.16558 -2.09367 -5.45512 -0.1 0.1 -0.1 0.069
O 1.88197 -1.55035 -7.51826 -0.1 0.0 0.1 0.066
H -3.06851 0.73781 -5.10210 0.0 0.0 0.0 0.120
H -2.45599 0.41408 -7.49772 0.0 0.0 0.0 0.106
H -0.29019 -0.67468 -8.07089 0.0 0.0 0.0 0.116
H 0.52729 -1.19917 -3.90441 0.0 0.0 0.0 0.123
```
Forces are in eV/Å.

---

DFT (wB97M-V/def2-TZVPD) results for an isolated molecule of C5H10O in a non-equilibrium geometry.

Computed properties:
* energy relative to the best compared isomer or geometry (same formula, charge and spin): 248.1 kJ/mol
* HOMO level: -9.57 eV
* energy: -271.65813 Eh

The geometry in XYZ format:
```
16
Properties=species:S:1:pos:R:3:forces:R:3:nbo_charge:R:1
O 2.57995 -0.56387 -0.21729 0.4 -0.3 1.9 -0.775
C 1.41859 -0.49867 0.82315 1.6 -0.1 -0.7 -0.066
C 0.28302 -0.09171 -0.07469 0.8 0.0 -0.9 -0.321
C -1.00002 -0.91615 -0.38747 0.1 -0.1 -0.1 -0.399
C -1.83588 0.38942 -0.35152 -0.1 0.0 0.0 -0.398
C -0.57761 1.19689 0.05924 0.2 0.1 0.0 -0.402
H 3.07950 0.27008 -0.27644 -0.4 -0.3 0.5 0.471
H 1.36277 -1.52284 1.20344 0.1 0.3 0.0 0.199
H 1.68760 0.21397 1.60768 0.0 -0.2 -0.1 0.187
H 1.14222 -0.11781 -0.85081 -3.2 0.7 -0.8 0.292
H -1.32089 -1.66694 0.34771 0.3 0.2 0.0 0.200
H -0.96600 -1.40449 -1.36665 0.0 0.0 0.2 0.207
H -2.26747 0.68227 -1.31419 0.1 -0.1 0.2 0.203
H -2.63847 0.39251 0.39287 0.1 0.0 -0.1 0.201
H -0.65640 1.65705 1.05441 0.2 -0.3 -0.2 0.199
H -0.29093 1.98031 -0.64943 -0.1 0.0 0.2 0.204
```
Forces are in eV/Å.

---

- Which value of energy relative to the best compared isomer or geometry (same formula, charge and spin) does entry 2 give?
  248.1 kJ/mol

---

- energy relative to the best compared isomer or geometry (same formula, charge and spin) of number 2 (C5H10O)?
  248.1 kJ/mol